Entry 1:
This record from OMol25 describes a single C3H7NOS molecule. The level of theory is ωB97M-V/def2-TZVPD.

```
13
Properties=species:S:1:pos:R:3:forces:R:3:mulliken_charge:R:1
C 1.07826 -1.15410 -0.04536 1.0 0.4 -1.6 0.0706
S -0.12587 1.10072 -0.40022 -1.0 1.4 0.0 -0.0032
H 0.42566 0.36300 2.32727 -0.7 -0.6 0.4 0.2902
H 1.65358 -1.93762 -0.54301 -0.2 -0.2 0.4 0.3469
N 0.59821 -0.29488 -0.84463 -0.2 -1.4 -0.3 -0.2941
H 0.38978 -1.29182 3.05369 -0.4 -0.1 0.2 0.2154
C 0.21880 -0.71596 2.15871 0.4 1.5 -1.1 -0.6667
C -1.05049 1.43382 -1.95483 -0.4 0.1 1.2 -0.7288
H -0.77025 -0.83193 1.66921 0.6 -0.1 0.6 0.3314
H -2.06471 1.01216 -1.93023 0.3 0.2 0.2 0.2479
O 1.27171 -1.11167 1.26101 0.0 -0.9 0.9 -0.3597
H -1.10950 2.53115 -2.03716 0.2 -0.5 -0.4 0.2753
H -0.51519 0.89713 -2.71445 0.4 0.3 -0.6 0.2750
```
Positions in Å, forces in eV/Å.

Energy relative to the best compared isomer or geometry (same formula, charge and spin) in kJ/mol: 210.0
Energy in Ha: -646.63201
Kohn-Sham gap in eV: 9.06
LUMO level in eV: 1.0
Multiplicity: 1
Structure (SMILES): CO/C=N\SC

Entry 2:
This record from OMol25 describes a gas-phase ion, C8H9O5 (charge -1). The level of theory is ωB97M-V/def2-TZVPD.

```
22
Properties=species:S:1:pos:R:3:forces:R:3:mulliken_charge:R:1
O 2.05678 1.07696 -1.08133 0.0 -2.2 -0.9 -0.4162
H -3.89006 -0.50916 0.16069 -1.5 0.0 0.1 0.3902
C -2.91642 -0.74707 0.48546 0.7 -2.2 1.2 -1.4445
O -1.79598 2.17975 -1.29718 -0.3 -1.3 0.1 -0.6008
H 2.46628 0.08496 1.64860 0.1 -0.2 0.0 0.3326
C 1.68210 2.14162 -0.29142 0.8 1.7 0.9 -0.6033
H 0.67790 2.47277 -0.54201 0.1 0.8 -0.5 0.2226
C 1.15879 -0.88896 0.15899 1.6 3.2 -0.1 0.4050
H 1.54007 -1.35270 2.18263 -0.3 -0.1 0.8 0.3294
H 2.54779 2.90886 -0.35153 -1.8 -0.9 0.0 0.1934
H 2.93471 -1.60989 1.14678 -0.1 0.5 0.4 0.2462
C -1.95713 -0.14869 -0.44235 2.0 -0.4 -0.2 0.1231
H 1.55872 1.81300 0.73231 0.4 0.0 0.6 0.2494
H -2.73641 -1.86688 0.47548 -0.6 1.1 -0.6 0.2908
C 1.20392 0.01176 -0.88357 -1.5 -2.0 0.9 0.4644
O -1.28184 -2.12424 -1.61464 0.4 -0.5 -0.4 -0.7698
H -2.76952 -0.59631 1.57328 -0.1 0.8 -0.5 0.2101
C -1.90631 1.04353 -0.94496 0.2 1.4 0.4 0.7398
O 0.01403 -1.60485 0.19493 0.3 -0.3 -0.3 -0.4866
O 0.10044 -0.17018 -1.72974 1.8 -0.2 0.8 -0.5055
C 2.10838 -0.91367 1.39164 -0.5 -0.8 -2.3 -1.1758
C -0.79624 -1.20064 -0.97205 -1.8 1.6 -0.4 0.8054
```
Positions in Å, forces in eV/Å.

Energy relative to the best compared isomer or geometry (same formula, charge and spin) in kJ/mol: 190.5
Energy in Ha: -686.38218
Charge: -1
Kohn-Sham gap in eV: 6.94
LUMO level in eV: 3.5
Multiplicity: 1
Structure (SMILES): COC1=C(C)O[C@@]([O-])(C(C)=C=O)O1

Entry 3:
This record from OMol25 describes 3 unconnected molecules or ions with the total composition C3H14NO2. The level of theory is ωB97M-V/def2-TZVPD.

```
20
Properties=species:S:1:pos:R:3:forces:R:3:mulliken_charge:R:1
O 0.60880 -3.04601 0.59569 -0.1 1.2 -1.4 -0.6369
H -0.89778 1.74473 0.85519 -0.1 1.0 -0.1 0.4472
H 1.98218 -0.53193 1.36770 -0.7 1.3 0.6 0.3071
H 0.53418 -3.53463 1.40068 -0.2 -0.8 0.5 0.3130
H -2.16349 0.69699 -1.13956 -0.3 -0.4 1.5 0.2933
O 1.11248 1.67937 -2.67962 -1.8 -0.5 1.2 -0.6309
H 0.30314 0.45306 -0.68077 0.5 -0.5 0.9 0.3505
H 2.38446 0.76804 0.39510 -0.9 0.7 -0.1 0.3110
C -1.07301 0.70311 0.75488 -0.7 -2.4 3.4 -0.4062
H 1.02982 2.57615 -3.00051 0.7 0.0 -0.3 0.3202
H -1.30990 0.26374 1.80038 0.9 0.9 -1.4 0.3324
H 0.29548 -3.56299 -0.16720 0.2 -0.1 0.8 0.3148
C -2.25892 0.27089 -0.07211 -1.2 -2.1 -3.8 -1.0713
H 1.93223 1.24670 -2.83852 1.1 0.3 -0.7 0.3140
H -3.34883 0.39841 0.23593 1.8 0.7 0.3 0.3416
H 1.34490 1.15812 1.88462 0.0 0.0 0.1 0.3147
N 0.26459 0.08317 0.31099 -1.2 0.9 -2.0 -0.0564
H 0.04391 -0.94471 0.20572 1.1 0.8 0.6 0.3280
H -2.35388 -0.90422 -0.30466 1.0 2.3 0.8 0.2595
C 1.56963 0.48198 1.07605 0.0 -3.2 -1.0 -0.7457
```
Positions in Å, forces in eV/Å.

Energy relative to the best compared isomer or geometry (same formula, charge and spin) in kJ/mol: 164.7
Energy in Ha: -327.65986
Charge: +1
Kohn-Sham gap in eV: 12.52
LUMO level in eV: -2.8
Multiplicity: 1

Question: What is the energy relative to the best compared isomer or geometry (same formula, charge and spin) in the second record?
Answer: 190.5 kJ/mol

Question: Among the records above, which one has the lowest energy relative to the best compared isomer or geometry (same formula, charge and spin)?
Answer: C3H14NO2

Question: Among the records above, which one has the lowest energy?
Answer: C8H9O5

Question: energy relative to the best compared isomer or geometry (same formula, charge and spin) of number 1 (C3H7NOS)?
Answer: 210.0 kJ/mol